1.
Below is a molecular structure, C45H26F15Ge2NOReS, with properties calculated with ωB97M-V/def2-TZVPD.

Values from the calculation:
total charge	+3
energy relative to the best compared isomer or geometry (same formula, charge and spin)	0.0	kJ/mol
spin multiplicity	1
HOMO level	-15.8	eV
E	-7987.5882	Ha

XYZ file:
```
92
C45H26F15Ge2NOReS (ωB97M-V/def2-TZVPD)
Re 0.0982 0.0324 1.4094
O 1.8867 0.9170 2.1032
C 2.3304 2.2764 1.7327
C 3.1407 2.2406 0.4597
C 2.4248 1.4279 -0.6249
C 1.0299 1.9218 -0.8828
C 0.8032 2.9788 -1.7478
C -0.4893 3.3818 -2.0353
C -1.5495 2.6875 -1.4688
C -1.2726 1.6584 -0.6017
N -0.0087 1.2971 -0.2725
H 2.6424 0.3731 2.3590
H 2.8741 2.6787 2.5848
H 1.4026 2.8366 1.6236
H 4.1322 1.8198 0.6389
H 3.2933 3.2738 0.1405
H 2.3764 0.3746 -0.3388
H 2.9930 1.4651 -1.5534
H 1.6509 3.4670 -2.2103
H -0.6680 4.2086 -2.7100
H -2.5774 2.9385 -1.6886
H -2.0631 1.0934 -0.1314
F -2.9577 -2.1046 1.3359
C -4.1012 -2.2708 2.0542
C -4.3775 -1.4745 3.1453
C -5.5724 -1.7306 3.8061
F -5.8851 -0.9674 4.8575
C -6.4552 -2.7262 3.4285
F -7.5728 -2.9324 4.0902
C -6.1363 -3.5097 2.3277
F -6.9393 -4.4755 1.9393
C -4.9562 -3.2734 1.6398
F -4.6448 -4.0283 0.5835
Ge -3.4669 0.0892 3.8699
S -1.3733 0.5723 2.9674
C -2.9627 -0.0709 5.7115
C -2.9941 -1.2670 6.4117
F -3.3540 -2.4029 5.7863
C -2.6541 -1.3411 7.7480
F -2.6952 -2.4949 8.3924
C -2.2532 -0.1856 8.4089
F -1.9220 -0.2429 9.6770
C -2.1790 1.0243 7.7280
F -1.7693 2.1130 8.3500
C -2.5245 1.0568 6.3914
F -2.4104 2.2109 5.7244
C -4.5262 1.6140 3.3613
C -5.2199 2.4177 4.2545
F -5.1746 2.1608 5.5590
C -5.9942 3.4834 3.8231
F -6.6458 4.2334 4.6884
C -6.0823 3.7558 2.4639
F -6.8076 4.7653 2.0416
C -5.4104 2.9566 1.5455
F -5.4915 3.2086 0.2448
C -4.6584 1.9027 2.0139
F -4.0232 1.1155 1.1131
C 0.1550 -1.5324 0.6299
Ge -0.4536 -3.1973 0.1698
C -1.0512 -3.8532 -1.5118
C -0.1071 -4.5195 -2.3017
C -0.4880 -4.9527 -3.5622
C -1.7782 -4.7203 -4.0209
C -2.6998 -4.0446 -3.2321
C -2.3437 -3.5985 -1.9689
C -0.0381 -4.7785 1.5693
C -0.1251 -3.9384 2.7260
C -1.2359 -3.9573 3.5489
C -2.2758 -4.8368 3.2814
C -2.2494 -5.6506 2.1439
C -1.1721 -5.6145 1.2929
C 1.2668 -5.0053 0.8465
C 2.3059 -4.0651 0.8951
C 3.5158 -4.3223 0.2702
C 3.7130 -5.5204 -0.3988
C 2.6943 -6.4686 -0.4408
C 1.4815 -6.2158 0.1696
H 0.9035 -4.6975 -1.9562
H 0.2271 -5.4693 -4.1881
H -2.0655 -5.0630 -5.0060
H -3.6998 -3.8617 -3.6012
H -3.0653 -3.0708 -1.3624
H 0.7275 -3.3285 2.9938
H -1.2683 -3.3217 4.4240
H -3.1187 -4.8924 3.9595
H -3.0767 -6.3153 1.9342
H -1.1707 -6.2351 0.4071
H 2.1799 -3.1326 1.4296
H 4.3138 -3.5941 0.3198
H 4.6634 -5.7273 -0.8722
H 2.8556 -7.4173 -0.9346
H 0.7239 -6.9861 0.1518
```

Partial charges, Mulliken, in e: number 1, Re, carries -0.18; number 2, O, carries -0.51; number 3, C, carries -0.56; number 4, C, carries -0.62; number 5, C, carries -0.76; number 6, C, carries 0.62; number 7, C, carries -0.57; number 8, C, carries -0.60; number 9, C, carries -0.74; number 10, C, carries -0.21; number 11, N, carries 0.19; number 12, H, carries 0.33; number 13, H, carries 0.45; number 14, H, carries 0.32; number 15, H, carries 0.39; number 16, H, carries 0.44; number 17, H, carries -0.08; number 18, H, carries 0.53; number 19, H, carries 0.54; number 20, H, carries 0.47; number 21, H, carries 0.54; number 22, H, carries 0.47; number 23, F, carries -0.13; number 24, C, carries -0.21; number 25, C, carries 0.25; number 26, C, carries 0.70; number 27, F, carries -0.38; number 28, C, carries 0.10; number 29, F, carries -0.26; number 30, C, carries 0.65; number 31, F, carries -0.28; number 32, C, carries -0.19; number 33, F, carries -0.33; number 34, Ge, carries -0.31; number 35, S, carries 0.06; number 36, C, carries 0.29; number 37, C, carries 0.38; number 38, F, carries -0.32; number 39, C, carries 0.19; number 40, F, carries -0.26; number 41, C, carries 0.70; number 42, F, carries -0.25; number 43, C, carries 0.12; number 44, F, carries -0.25; number 45, C, carries 0.28; number 46, F, carries -0.35; number 47, C, carries 0.48; number 48, C, carries 0.32; number 49, F, carries -0.32; number 50, C, carries 0.11; number 51, F, carries -0.25; number 52, C, carries 0.70; number 53, F, carries -0.25; number 54, C, carries -0.16; number 55, F, carries -0.28; number 56, C, carries 0.33; number 57, F, carries -0.31; number 58, C, carries 0.71; number 59, Ge, carries -0.17; number 60, C, carries 0.71; number 61, C, carries -0.11; number 62, C, carries -0.84; number 63, C, carries -0.63; number 64, C, carries -0.77; number 65, C, carries -0.18; number 66, C, carries 1.69; number 67, C, carries 0.16; number 68, C, carries -0.90; number 69, C, carries -0.55; number 70, C, carries -1.15; number 71, C, carries -0.33; number 72, C, carries 0.11; number 73, C, carries 0.00; number 74, C, carries -0.99; number 75, C, carries -0.54; number 76, C, carries -0.85; number 77, C, carries -0.31; number 78, H, carries 0.46; number 79, H, carries 0.47; number 80, H, carries 0.44; number 81, H, carries 0.47; number 82, H, carries 0.37; number 83, H, carries 0.51; number 84, H, carries 0.59; number 85, H, carries 0.59; number 86, H, carries 0.50; number 87, H, carries 0.33; number 88, H, carries 0.33; number 89, H, carries 0.45; number 90, H, carries 0.46; number 91, H, carries 0.48; number 92, H, carries 0.44

2.
Below is a molecular structure, C45H36AsLuN7O4S5Se, with properties calculated with ωB97M-V/def2-TZVPD.

Values from the calculation:
total charge	-1
energy relative to the best compared isomer or geometry (same formula, charge and spin)	462.9	kJ/mol
spin multiplicity	1
HOMO level (spin up / spin down)	-2.8 / -2.8	eV
E	-10284.1240	Ha

XYZ file:
```
100
C45H36AsLuN7O4S5Se (ωB97M-V/def2-TZVPD)
Lu -0.1832 -1.9771 0.1291
C 1.7862 -1.3661 -4.3480
C 1.4609 -1.9623 -2.9839
N 0.6573 -1.3069 -2.1462
N 0.0871 -0.2055 -2.7970
C -0.7605 0.5718 -2.1162
N -1.3997 1.4520 -2.9237
S -1.0300 0.5441 -0.3867
C 1.7103 -3.3992 -2.8117
C 1.8652 -4.1498 -3.9798
C 2.0182 -5.5407 -3.8880
C 1.9052 -6.1559 -2.6198
C 1.7220 -5.4136 -1.4711
N 1.7994 -4.0475 -1.5950
H 1.6891 -0.2498 -4.2565
H 1.0613 -1.6870 -5.1206
H 2.7808 -1.6336 -4.7203
H -1.2017 1.5114 -3.9005
H -1.9984 2.1248 -2.4702
H 1.9025 -3.6257 -4.9450
H 2.2729 -6.1221 -4.7765
H 2.0227 -7.2256 -2.5382
H 1.5115 -5.7896 -0.4675
S 2.3183 3.1127 -0.8406
C 3.0808 4.4294 0.0507
C 4.2790 5.0342 -0.2722
C 4.8054 6.0048 0.6091
C 4.1318 6.3148 1.8280
C 2.8723 5.7356 2.0795
C 2.4025 4.7184 1.2536
As 0.9789 3.3400 1.4357
C -0.4415 4.6491 1.0532
C -1.1438 4.3367 -0.0854
C -2.2229 5.1720 -0.4104
C -2.5942 6.2642 0.4098
C -1.8803 6.4635 1.5979
C -0.8278 5.6368 1.9306
C 0.9036 3.3248 3.4335
C -0.3401 3.1931 4.0531
C -0.4500 3.4504 5.4228
C 0.6671 3.8759 6.1485
C 1.9158 3.8210 5.5421
C 2.0314 3.5503 4.1883
H 4.6934 4.7524 -1.2597
H 5.7162 6.5677 0.2991
H 4.5209 6.9915 2.5873
H 2.3172 5.9885 2.9634
H -0.7540 3.5935 -0.7478
H -2.7207 5.0119 -1.3964
H -3.3720 6.9647 0.0600
H -2.0121 7.3492 2.1677
H -0.2583 5.8248 2.8515
H -1.1880 2.8963 3.4877
H -1.3821 3.3314 5.9349
H 0.5578 4.2702 7.1493
H 2.7973 4.0605 6.1561
H 2.9800 3.6213 3.6487
Se 0.9798 -4.7644 1.9393
N 1.6968 -3.2242 -0.4417
C 2.9279 -2.9282 0.1634
C 3.8556 -2.1218 -0.5203
C 5.0761 -1.8344 0.0506
C 5.3920 -2.1766 1.3653
C 4.4295 -2.8263 2.1700
C 3.1990 -3.2378 1.5469
N 2.2956 -3.7378 2.4085
H 3.5266 -1.7317 -1.4983
H 5.8646 -1.3444 -0.5116
H 6.3486 -1.9298 1.7876
H 4.6769 -3.0214 3.2519
O -0.7726 -2.0725 2.3362
N 0.0784 -0.8987 2.5056
O -0.0002 -0.3270 3.6265
O 1.0255 -0.8567 1.6431
O -1.9525 -2.6645 -0.5657
C -3.2611 -2.4617 -0.9186
C -3.9995 -1.5022 0.1443
C -3.8925 -1.7061 1.5242
C -4.8803 -0.9536 2.2731
C -5.6433 -0.1237 1.4238
S -5.0743 -0.1478 -0.2124
C -3.8223 -3.8504 -0.7905
C -3.5905 -4.8776 -1.7233
C -3.9734 -6.1465 -1.2324
C -4.5099 -6.1213 0.0421
S -4.4992 -4.4736 0.6715
C -3.4660 -1.9717 -2.3541
C -2.6616 -1.7453 -3.4244
C -3.3974 -1.4353 -4.6309
C -4.7080 -1.3239 -4.4172
S -5.1137 -1.7076 -2.7566
H -3.1603 -2.3457 1.9648
H -5.0328 -1.0112 3.3456
H -6.4054 0.5748 1.7341
H -3.2660 -4.7402 -2.7797
H -3.7281 -7.0283 -1.8284
H -4.7234 -7.0157 0.6157
H -1.5470 -1.8466 -3.4240
H -2.9174 -1.2332 -5.5568
H -5.4352 -1.1050 -5.1433
```

Mulliken atomic charge list, values in e, 99 entries: number 1, Lu, carries 1.06; number 2, C, carries -2.20; number 3, C, carries -0.02; number 4, N, carries 1.40; number 5, N, carries -1.24; number 6, C, carries 0.30; number 7, N, carries -0.24; number 8, S, carries -0.29; number 9, C, carries 1.21; number 10, C, carries -0.89; number 11, C, carries -0.49; number 12, C, carries -0.84; number 13, C, carries -0.10; number 14, N, carries 0.01; number 15, H, carries 0.42; number 16, H, carries 0.39; number 17, H, carries 0.53; number 18, H, carries 0.20; number 19, H, carries 0.23; number 20, H, carries 0.49; number 21, H, carries 0.41; number 22, H, carries 0.44; number 23, H, carries 0.20; number 24, S, carries -0.46; number 25, C, carries 0.28; number 26, C, carries -0.54; number 27, C, carries -0.38; number 28, C, carries -0.67; number 29, C, carries 0.08; number 30, C, carries -0.68; number 31, As, carries 0.44; number 32, C, carries 0.40; number 33, C, carries -0.30; number 34, C, carries -0.43; number 35, C, carries -0.67; number 36, C, carries -0.61; number 37, C, carries 0.18; number 38, C, carries 0.23; number 39, C, carries -0.69; number 40, C, carries -0.71; number 41, C, carries -0.49; number 42, C, carries -0.52; number 43, C, carries -0.41; number 44, H, carries 0.31; number 45, H, carries 0.27; number 46, H, carries 0.36; number 47, H, carries 0.43; number 48, H, carries 0.23; number 49, H, carries 0.26; number 50, H, carries 0.33; number 51, H, carries 0.39; number 52, H, carries 0.21; number 53, H, carries 0.62; number 54, H, carries 0.41; number 55, H, carries 0.38; number 56, H, carries 0.34; number 57, H, carries 0.50; number 58, Se, carries 0.07; number 59, N, carries 0.03; number 60, C, carries 0.36; number 61, C, carries 0.06; number 62, C, carries -0.92; number 63, C, carries -0.45; number 64, C, carries -0.59; number 65, C, carries 0.62; number 66, N, carries -0.67; number 67, H, carries 0.30; number 68, H, carries 0.40; number 69, H, carries 0.41; number 70, H, carries 0.36; number 71, O, carries -0.62; number 72, N, carries 0.92; number 73, O, carries -0.53; number 74, O, carries -0.44; number 75, O, carries -0.23; number 76, C, carries 3.18; number 77, C, carries -0.33; number 78, C, carries -0.72; number 79, C, carries -1.18; number 80, C, carries -0.59; number 81, S, carries -0.02; number 82, C, carries -0.70; number 83, C, carries -0.58; number 84, C, carries -0.59; number 85, C, carries -0.57; number 86, S, carries 0.01; number 87, C, carries -0.07; number 88, C, carries -0.47; number 89, C, carries -0.74; number 90, C, carries -0.78; number 91, S, carries -0.06; number 92, H, carries 0.80; number 93, H, carries 0.43; number 94, H, carries 0.47; number 95, H, carries 0.39; number 96, H, carries 0.36; number 97, H, carries 0.41; number 98, H, carries 0.21; number 99, H, carries 0.47

> Among the records above, which one has the highest energy relative to the best compared isomer or geometry (same formula, charge and spin)?

C45H36AsLuN7O4S5Se

> Which of these has the lowest energy relative to the best compared isomer or geometry (same formula, charge and spin)?

C45H26F15Ge2NOReS

> What is the spin multiplicity in the second record?

1